[1]
# C4H11NO2

A cluster of 2 separate species, C4H11NO2 in total (ωB97M-V/def2-TZVPD, OMol25).

ΔE to the lowest compared entry with this formula, charge and spin   81.4 kcal per mole
HOMO level   -0.3362 Eh
Lowest unoccupied orbital energy   0.60 eV
SMILES   CC(C)NO.C=O
HOMO-LUMO gap   9.7 eV

```
! wB97M-V def2-TZVPD RIJCOSX def2/J DEFGRID3
* xyz 0 1
H 1.62 1.08 -2.14
H -1.68 -0.35 -0.35
N 1.50 -0.74 -1.41
H -1.07 -1.02 2.53
O 1.50 0.17 -2.48
O -2.48 0.19 1.74
H -1.07 -1.55 -1.50
H -0.09 1.14 1.08
C 0.47 -0.50 -0.43
H -1.23 0.69 3.24
H 0.66 1.69 -0.36
H -0.96 0.17 -1.89
H 1.65 0.84 0.87
H 2.43 -0.75 -0.98
C -0.90 -0.56 -1.08
H 0.57 -1.32 0.29
C -1.59 -0.05 2.51
C 0.68 0.87 0.37
*
```

Mulliken population analysis, charges in e, atoms 1 to 5: number 1, H, carries 0.324; number 2, H, carries 0.333; number 3, N, carries -0.381; number 4, H, carries 0.253; number 5, O, carries -0.365


[2]
# C4H11NO2

A cluster of 2 separate species, C4H11NO2 in total (ωB97M-V/def2-TZVPD, OMol25).

ΔE to the lowest compared entry with this formula, charge and spin   26.4 kcal per mole
HOMO level (alpha / beta)   -0.5308 / -0.5225 Eh
Lowest unoccupied orbital energy (alpha / beta)   -3.54 / -8.53 eV
HOMO-LUMO gap (alpha / beta)   10.9 / 5.7 eV

```
! wB97M-V def2-TZVPD RIJCOSX def2/J DEFGRID3
* xyz 1 2
H 1.54 0.40 -1.87
H -0.84 0.42 1.09
O 0.55 -0.33 2.32
C 0.24 0.25 1.33
H -0.61 0.18 -2.44
C 0.84 0.12 -1.05
C 1.27 0.71 0.27
H -0.64 -2.37 1.13
H -1.84 1.99 -1.92
O -1.30 -2.63 0.47
H 0.88 -0.97 -1.02
H -0.95 2.28 -0.45
H 2.20 0.27 0.63
H -0.14 2.58 -1.98
N -0.46 0.54 -1.49
H 1.28 1.80 0.29
C -0.86 1.91 -1.48
H -0.78 -3.13 -0.17
*
```

Mulliken population analysis, charges in e, atoms 1 to 5: number 1, H, carries 0.365; number 2, H, carries 0.356; number 3, O, carries -0.374; number 4, C, carries -0.020; number 5, H, carries 0.321


[3]
# C4H11NO2

A cluster of 3 separate species, C4H11NO2 in total (ωB97M-V/def2-TZVPD, OMol25).

ΔE to the lowest compared entry with this formula, charge and spin   10.0 kcal per mole
HOMO level (alpha / beta)   -0.5330 / -0.5332 Eh
Lowest unoccupied orbital energy (alpha / beta)   -4.62 / -7.14 eV
HOMO-LUMO gap (alpha / beta)   9.9 / 7.4 eV

```
! wB97M-V def2-TZVPD RIJCOSX def2/J DEFGRID3
* xyz 1 2
H -0.85 -0.95 1.87
C 1.73 1.46 0.41
H -1.81 -1.29 0.50
H 1.74 1.79 -0.62
H 1.60 -3.13 3.19
C -0.28 -0.07 -1.23
H -1.19 -0.38 -1.73
N -1.05 -0.76 0.89
H -1.88 2.24 -3.79
H 2.41 1.92 1.10
H 1.51 -2.73 1.72
O 1.00 -2.74 2.54
H -2.56 1.46 -2.68
C -0.14 -0.15 0.17
H 0.42 0.39 -1.91
O -2.65 2.27 -3.20
H 1.11 0.11 1.88
C 0.91 0.55 0.90
*
```

Mulliken population analysis, charges in e, atoms 1 to 5: number 1, H, carries 0.246; number 2, C, carries -0.751; number 3, H, carries 0.256; number 4, H, carries 0.195; number 5, H, carries 0.326


[4]
# C4H11NO2

A cluster of 2 separate species, C4H11NO2 in total (ωB97M-V/def2-TZVPD, OMol25).

ΔE to the lowest compared entry with this formula, charge and spin   57.0 kcal per mole
HOMO level (alpha / beta)   -0.5219 / -0.5218 Eh
Lowest unoccupied orbital energy (alpha / beta)   -4.51 / -9.42 eV
HOMO-LUMO gap (alpha / beta)   9.7 / 4.8 eV

```
! wB97M-V def2-TZVPD RIJCOSX def2/J DEFGRID3
* xyz 1 2
H -1.68 -0.25 -1.33
N 0.92 1.45 -0.82
H 1.27 1.97 -0.05
H 0.17 1.85 -1.37
H -4.38 -0.01 2.32
C -0.57 -0.46 -1.46
H 1.55 -1.42 -1.01
C 2.54 -0.40 0.61
H 0.69 -1.52 0.51
C 1.30 -0.87 -0.11
H -0.43 0.26 0.47
O -3.45 0.35 2.13
O 2.61 -0.34 1.79
H -0.71 -1.51 -1.23
H -0.11 -0.54 -2.47
C 0.29 0.20 -0.40
H -3.45 1.35 2.41
H 3.43 -0.10 0.03
*
```

Mulliken population analysis, charges in e, atoms 1 to 5: number 1, H, carries 0.393; number 2, N, carries -0.449; number 3, H, carries 0.289; number 4, H, carries 0.325; number 5, H, carries 0.339


[5]
# C4H11NO2S

A cluster of 2 separate species, C4H11NO2S in total (ωB97M-V/def2-TZVPD, OMol25).

ΔE to the lowest compared entry with this formula, charge and spin   1.2 kcal per mole
HOMO level   -0.3378 Eh
Lowest unoccupied orbital energy   0.69 eV
SMILES   CC(=O)NCCS.O
HOMO-LUMO gap   9.9 eV

```
! wB97M-V def2-TZVPD RIJCOSX def2/J DEFGRID3
* xyz 0 1
O -0.15 -2.01 2.96
H -0.55 -0.33 -3.07
H -1.41 -1.71 -2.19
H 2.00 1.32 0.48
H -0.20 -2.03 1.99
H 0.17 -1.96 -2.77
O -0.15 -1.55 -0.04
H 0.31 -2.84 3.15
H 0.84 0.23 1.14
H 0.18 2.36 1.84
H 0.50 3.10 0.34
C 0.06 -0.83 -1.01
C -0.48 -1.16 -2.38
C 0.08 2.19 0.76
S -1.65 2.07 0.29
N 0.63 0.39 -0.88
H 0.68 0.96 -1.71
H -1.83 0.81 0.70
C 0.96 0.99 0.38
*
```

Mulliken population analysis, charges in e, atoms 1 to 5: number 1, O, carries -0.639; number 2, H, carries 0.308; number 3, H, carries 0.304; number 4, H, carries 0.285; number 5, H, carries 0.407


[6]
# C4H11NO2S

A cluster of 2 separate species, C4H11NO2S in total (ωB97M-V/def2-TZVPD, OMol25).

ΔE to the lowest compared entry with this formula, charge and spin   17.1 kcal per mole
HOMO level   -0.3394 Eh
Lowest unoccupied orbital energy   0.42 eV
SMILES   C[C@H](CS)NC=O.O
HOMO-LUMO gap   9.7 eV

```
! wB97M-V def2-TZVPD RIJCOSX def2/J DEFGRID3
* xyz 0 1
H -2.82 1.01 -0.75
N -0.52 0.18 -1.15
H 0.15 0.92 -1.02
H 4.84 3.87 0.32
H -1.44 -1.33 -0.12
H -2.71 1.06 1.05
H 0.58 0.35 1.10
C -0.39 -0.62 -2.23
S 0.02 -1.57 2.20
O -0.99 -1.66 -2.40
C -1.26 -0.28 0.04
H -3.42 -0.31 0.15
C -2.63 0.44 0.16
C -0.40 -0.09 1.29
H -0.84 0.66 1.96
H 5.76 3.48 -0.85
H 0.26 -0.20 -3.02
O 5.05 4.08 -0.61
H -1.21 -1.99 2.52
*
```

Mulliken population analysis, charges in e, atoms 1 to 5: number 1, H, carries 0.361; number 2, N, carries -0.232; number 3, H, carries 0.234; number 4, H, carries 0.321; number 5, H, carries 0.426


[7]
# C4H11NO2Si

An isolated molecule of C4H11NO2Si (ωB97M-V/def2-TZVPD, OMol25).

ΔE to the lowest compared entry with this formula, charge and spin   70.2 kcal per mole
HOMO level   -0.3470 Eh
Lowest unoccupied orbital energy   0.46 eV
SMILES   C=[N+]([O-])O[Si](C)(C)C
HOMO-LUMO gap   9.9 eV

```
! wB97M-V def2-TZVPD RIJCOSX def2/J DEFGRID3
* xyz 0 1
H -2.18 0.09 -1.78
H -1.70 1.82 -1.42
H -1.73 -0.93 2.16
H -1.23 -2.22 -0.77
H 0.44 -2.26 -0.08
C -1.21 -0.09 1.87
H -1.81 0.80 2.26
H 2.98 1.48 -1.51
H -2.81 1.03 -0.48
H -0.51 -0.14 2.74
Si -0.64 0.02 0.04
C -0.21 -1.68 -0.72
C 3.11 0.86 -0.58
O 2.15 0.00 1.37
O 0.73 0.90 -0.30
C -1.94 0.84 -1.09
H 4.10 0.52 -0.38
N 2.17 0.63 0.30
H 0.28 -1.68 -1.64
*
```

Mulliken population analysis, charges in e, atoms 1 to 5: number 1, H, carries 0.339; number 2, H, carries 0.350; number 3, H, carries 0.446; number 4, H, carries 0.292; number 5, H, carries 0.331


[8]
# C4H11NO3

A cluster of 2 separate species, C4H11NO3 in total (ωB97M-V/def2-TZVPD, OMol25).

ΔE to the lowest compared entry with this formula, charge and spin   56.4 kcal per mole
HOMO level   -0.3620 Eh
Lowest unoccupied orbital energy   0.59 eV
SMILES   CCC(=O)NCO.O
HOMO-LUMO gap   10.4 eV

```
! wB97M-V def2-TZVPD RIJCOSX def2/J DEFGRID3
* xyz 0 1
H -1.92 -2.38 0.24
H 2.43 1.31 0.26
N -0.33 1.21 -0.26
O -1.64 -0.37 -1.07
H 2.24 -0.09 -4.00
C -1.27 -2.15 1.08
H 0.55 2.95 0.04
H -0.34 -2.71 0.95
H -1.67 -2.52 2.03
H 1.18 -0.46 -2.49
C -0.78 -0.70 1.20
H -1.32 -0.13 1.98
O 1.71 1.23 0.89
H 0.26 -0.67 1.48
H -0.38 1.54 -1.21
C -1.03 0.02 -0.09
C 0.53 1.98 0.58
O 1.65 -0.12 -3.24
H 0.13 2.06 1.61
*
```

Mulliken population analysis, charges in e, atoms 1 to 5: number 1, H, carries 0.311; number 2, H, carries 0.301; number 3, N, carries -0.140; number 4, O, carries -0.627; number 5, H, carries 0.329